{
  "formula": "C41H43BrF7GaNO2",
  "method": "ωB97M-V/def2-TZVPD",
  "symbols": ["C", "C", "O", "C", "N", "C", "C", "O", "Ga", "F", "Br", "H", "H", "H", "H", "H", "H", "H", "H", "H", "H", "H", "H", "H", "F", "C", "C", "C", "C", "C", "C", "H", "H", "H", "H", "H", "F", "C", "C", "C", "C", "C", "C", "H", "H", "H", "H", "H", "F", "C", "C", "C", "C", "C", "C", "H", "H", "H", "H", "H", "F", "C", "C", "C", "C", "C", "C", "H", "H", "H", "H", "H", "F", "C", "C", "C", "C", "C", "C", "H", "H", "H", "H", "H", "F", "C", "C", "C", "C", "C", "C", "H", "H", "H", "H", "H"],
  "coordinates": [[-3.18271, -5.08744, -5.65255], [-2.24513, -6.36342, -6.17675], [-2.45588, -7.52615, -5.28019], [-0.64253, -5.91033, -6.28023], [-0.19227, -5.38747, -4.92441], [0.66116, -4.14035, -5.04247], [0.93728, -3.36416, -3.61510], [0.73724, -4.19558, -2.41683], [2.26861, -5.23376, -1.98976], [3.34083, -5.69406, -3.53744], [1.52380, -7.24208, -0.74710], [-4.29506, -5.22196, -6.06052], [-2.75058, -4.09871, -6.10548], [-3.17285, -5.03987, -4.48114], [-2.62304, -6.70051, -7.25238], [-2.24691, -8.34960, -5.84829], [0.04918, -6.76514, -6.68167], [-0.63366, -5.03145, -7.08712], [0.28720, -6.12250, -4.35477], [1.66594, -4.32211, -5.66033], [0.03509, -3.37880, -5.71367], [0.11777, -2.49830, -3.55303], [1.98623, -2.82738, -3.64369], [3.30136, -4.48076, -0.97798], [2.88674, -3.57324, 0.51443], [2.49354, -2.31299, 0.74196], [1.37005, -1.81827, 0.08876], [0.95729, -0.50779, 0.32928], [1.67985, 0.29765, 1.21299], [2.80914, -0.20646, 1.85992], [3.21503, -1.52038, 1.62771], [0.82622, -2.45587, -0.60057], [0.07572, -0.11405, -0.17047], [1.36015, 1.32114, 1.39688], [3.37230, 0.42360, 2.54415], [4.08521, -1.93118, 2.12886], [3.12742, 2.79986, 3.55723], [4.22825, 3.22280, 2.92169], [5.47301, 2.74688, 3.31883], [6.61903, 3.18305, 2.65402], [6.50820, 4.09963, 1.60551], [5.25473, 4.57533, 1.21762], [4.10815, 4.13045, 1.87524], [5.54032, 2.04170, 4.14080], [7.59622, 2.81102, 2.95177], [7.40271, 4.44296, 1.09020], [5.17131, 5.29180, 0.40398], [3.12521, 4.48303, 1.58087], [4.02213, 7.11729, 0.06360], [4.81834, 8.16606, 0.31007], [5.35704, 8.88111, -0.75396], [6.18198, 9.97630, -0.49779], [6.46806, 10.33787, 0.82100], [5.92660, 9.61076, 1.88216], [5.09282, 8.52261, 1.62568], [5.13046, 8.58047, -1.77167], [6.60183, 10.54663, -1.32265], [7.11513, 11.18943, 1.02031], [6.15399, 9.89154, 2.90772], [4.65626, 7.95186, 2.43857], [-6.04226, -3.86454, -4.94943], [-6.42593, -4.49488, -3.83136], [-6.35576, -3.82949, -2.61235], [-6.75998, -4.48367, -1.44864], [-7.22007, -5.80110, -1.51566], [-7.28200, -6.46214, -2.74330], [-6.88829, -5.80394, -3.90812], [-5.98786, -2.80922, -2.57861], [-6.71633, -3.96958, -0.49169], [-7.53103, -6.31246, -0.60715], [-7.63656, -7.48888, -2.79244], [-6.93834, -6.29972, -4.87188], [-2.51829, 2.19563, 5.66869], [-1.47948, 1.35043, 5.63514], [-0.30897, 1.73030, 4.98762], [0.77468, 0.85262, 4.95688], [0.67173, -0.40079, 5.56526], [-0.50915, -0.77484, 6.20833], [-1.58855, 0.10738, 6.24852], [-0.25027, 2.70455, 4.51345], [1.69694, 1.14319, 4.45993], [1.51564, -1.08679, 5.53718], [-0.58837, -1.75251, 6.67758], [-2.51076, -0.16361, 6.75175], [-4.50165, 1.11849, 1.14793], [-4.84817, 2.15516, 1.92242], [-4.54534, 2.12683, 3.27931], [-4.90138, 3.20825, 4.08512], [-5.56673, 4.30230, 3.52642], [-5.87076, 4.31911, 2.16436], [-5.50467, 3.24257, 1.35685], [-4.03557, 1.26488, 3.69720], [-4.66222, 3.19924, 5.14563], [-5.84822, 5.14359, 4.15616], [-6.39232, 5.16989, 1.73256], [-5.72521, 3.24304, 0.29454]],
  "forces_ev_per_angstrom": [[0.1345, -0.8414, -0.4855], [0.0289, 0.5272, -0.5972], [0.7016, -0.4027, -2.3456], [-0.8678, 0.3881, 0.0641], [0.7291, 0.4253, -1.1668], [0.1318, 0.7539, -0.9764], [-1.0678, 0.3701, 0.1939], [1.2987, 0.6428, -2.1440], [1.2646, 0.0559, -0.1064], [-1.3286, 0.2778, 1.0267], [0.0401, 0.4162, -0.5215], [2.4927, 0.2208, 1.0082], [-0.7845, -1.8475, 0.9534], [0.0491, -0.0936, -2.3714], [0.8287, 0.9023, 1.9806], [-0.4195, 2.0646, 1.4721], [-1.3904, 1.3272, 0.6453], [0.1112, -1.8186, 1.7875], [-0.5622, 0.9825, -0.8541], [-1.8223, 0.2343, 1.5079], [1.2464, -1.5521, 1.3859], [1.6733, -1.7395, -0.0866], [-1.8191, -1.1569, -0.0087], [-0.3443, -0.9677, -1.6632], [-0.2744, 0.8776, 1.3303], [-0.2348, 0.6654, 0.1832], [-0.1454, -0.0240, -0.0885], [0.4748, -0.0879, 0.2995], [-0.0067, 0.0017, -0.0112], [-0.2733, -0.1660, -0.2659], [0.0433, 0.0197, 0.0151], [0.0941, -0.1020, -0.0051], [0.1516, -0.1138, 0.0580], [0.0605, -0.1470, -0.0008], [-0.0709, -0.1291, -0.1028], [-0.0705, -0.0101, -0.0860], [-0.2615, -0.0710, 0.1592], [1.0342, 0.4210, -0.6202], [-0.0643, -0.0416, 0.0488], [-0.3460, 0.2504, -0.2071], [-0.0302, -0.0749, 0.1052], [0.2054, -0.2679, 0.2293], [-0.0752, -0.0163, 0.0694], [-0.0503, 0.0480, -0.0843], [-0.2020, 0.0419, -0.0207], [-0.1762, -0.0688, 0.0861], [-0.0094, -0.2929, 0.2287], [0.0734, -0.0455, 0.0417], [-0.2508, -0.0303, -0.1086], [0.6755, 0.9288, 0.2273], [-0.0372, -0.0538, -0.0417], [-0.1135, -0.1725, 0.4388], [-0.0252, -0.0309, -0.0581], [-0.0368, -0.0320, -0.4367], [-0.0509, -0.0852, 0.0136], [-0.0142, 0.0017, 0.1176], [-0.0891, -0.1407, 0.1269], [-0.1241, -0.1659, -0.0343], [-0.0772, -0.0801, -0.1834], [0.0388, -0.0006, -0.1120], [-0.0608, 0.1442, -0.1241], [-0.2796, -0.5047, 0.8838], [-0.0059, 0.0442, -0.0377], [-0.0731, -0.3173, -0.3648], [0.0064, 0.0687, -0.0272], [0.1040, 0.4202, 0.1094], [0.0059, 0.0318, -0.0596], [-0.0127, -0.1151, -0.0461], [0.0386, -0.0712, -0.1975], [0.0772, 0.0887, -0.1738], [0.0794, 0.1926, -0.0287], [0.0709, 0.0736, 0.0815], [-0.2769, 0.2437, 0.0822], [1.0714, -0.8524, -0.0368], [-0.0631, 0.0472, 0.0218], [-0.2810, -0.2328, 0.2279], [-0.0383, 0.0705, 0.0131], [0.1608, 0.3490, -0.2017], [-0.0949, 0.0795, -0.0110], [-0.0339, -0.0808, 0.0507], [-0.2564, -0.0512, 0.0715], [-0.1785, 0.1243, -0.0321], [-0.0202, 0.1930, -0.0814], [0.0534, 0.0509, -0.0691], [0.0194, -0.0886, -0.0810], [-0.2422, 0.7539, 0.6000], [0.0138, -0.0597, -0.0231], [-0.2056, 0.1314, -0.4008], [0.0220, -0.0761, -0.0100], [0.2035, -0.2801, 0.2428], [-0.0089, -0.0285, -0.0606], [-0.0257, 0.0933, -0.0879], [-0.0307, -0.0464, -0.2556], [0.0509, -0.1535, -0.1198], [0.1103, -0.1653, 0.0373], [0.0346, -0.0517, 0.0992]],
  "gap_ev": 7.18,
  "charge": -1
}